A structure of composition C35H56BMnN10S, computed with the ωB97M-V functional and the def2-TZVPD basis.

- max |F| (eV Å⁻¹) = 0.59
- charge = +3
- molar mass (g/mol) = 714.72
- HOMO energy (alpha / beta) (Ha) = -0.60436 / -0.60277
- electronic energy (eV) = -94911.1665
- 2S+1 = 4

Last column: Löwdin charge in e.
CARTESIAN COORDINATES (ANGSTROEM)
Mn1 0.51142 1.00284 0.74019  0.776
C1 -0.63752 -1.99487 3.41243  0.020
C2 -0.49457 -0.65780 2.77119  -0.172
N1 0.62355 -0.25149 2.30558  -0.056
N2 1.84012 -0.86787 2.58636  0.046
C3 2.88222 -0.33279 1.67118  -0.622
N3 4.54618 -2.02773 2.32476  -0.016
S1 2.57429 1.47905 1.55296  0.896
C4 -1.69240 0.22632 2.33141  -0.213
C5 -4.17098 0.69509 2.77508  -0.313
C6 -4.21461 1.80268 1.78349  0.018
C7 -3.24002 2.64645 1.40356  0.001
C8 -1.81473 2.53298 1.56334  -0.061
N4 -1.07067 1.53472 1.91251  0.020
H1 -0.29356 -1.98773 4.44804  0.116
H2 -0.03878 -2.72869 2.86721  0.098
H3 -1.66804 -2.33077 3.39277  0.091
H4 1.77027 -1.88227 2.52417  0.133
H5 5.65374 -1.90992 4.11924  0.226
H6 4.49368 -2.48722 1.42440  0.116
H7 -4.49203 -0.22379 2.27119  0.145
H8 -5.20670 2.01985 1.39857  0.140
H9 -3.52674 3.50876 0.81339  0.124
H10 -1.26356 3.40061 1.21267  0.107
C9 5.76112 -2.38880 2.94871  -0.036
C10 4.28407 -0.56594 2.24966  -0.352
C11 4.43722 0.02329 3.64848  -0.055
C12 2.61338 -0.86282 0.27143  -0.232
C13 3.02148 -1.84407 -0.62005  0.082
C14 2.10129 -1.78964 -1.68949  -0.146
C15 2.07657 -2.61224 -2.94052  -0.352
C16 1.82372 -4.08399 -2.59800  -0.035
C17 3.37863 -2.42860 -3.72411  -0.035
N5 1.20745 -0.83412 -1.41272  0.112
N6 1.53389 -0.27435 -0.23886  -0.061
B1 -0.11200 -0.29186 -2.06743  -0.404
N7 0.00899 1.26332 -2.06313  0.090
N8 0.31033 2.00228 -0.92323  0.022
C18 0.34202 3.31111 -1.28110  -0.190
C19 0.05078 3.39841 -2.63044  0.070
C20 -0.14389 2.10787 -3.09737  -0.153
C21 -0.46867 1.74299 -4.52160  -0.335
C22 0.66372 0.97655 -5.21487  -0.032
C23 -1.83416 1.06616 -4.67554  -0.037
C24 0.59039 4.50855 -0.39447  -0.348
C25 1.47736 5.52192 -1.13309  -0.040
C26 1.19023 4.25204 0.98354  -0.108
N9 -1.24297 -0.65604 -1.05693  0.108
N10 -1.04228 -0.07755 0.12780  -0.002
C27 -2.02846 -0.39791 0.96441  -0.159
C28 -2.90508 -1.24031 0.29867  0.096
C29 -2.37619 -1.37336 -1.00216  -0.143
C30 -2.92780 -2.12781 -2.17243  -0.355
C31 -3.12721 -3.60250 -1.81450  -0.040
C32 -4.23603 -1.48523 -2.64403  -0.035
C33 -2.78891 0.50121 3.40622  -0.227
C34 -2.85361 -0.44604 4.60425  -0.035
C35 -5.25266 1.01774 3.82930  -0.024
H11 6.67942 -1.80224 2.81519  0.170
H12 6.01268 -3.44830 2.80065  0.178
H13 5.54262 -2.79979 4.12389  0.262
H14 4.98782 -0.07898 1.56477  0.159
H15 3.87149 -0.55721 4.38142  0.102
H16 4.04702 1.03842 3.68442  0.071
H17 5.48776 0.11168 3.94255  0.097
H18 3.86610 -2.51098 -0.59003  0.116
H19 1.24848 -2.25256 -3.55345  0.121
H20 2.63766 -4.49027 -1.99448  0.086
H21 1.76711 -4.67110 -3.51348  0.096
H22 0.88895 -4.21565 -2.05085  0.079
H23 4.23525 -2.79219 -3.15335  0.085
H24 3.55224 -1.38271 -3.97791  0.089
H25 3.33354 -3.00049 -4.64981  0.097
H26 -0.28253 -0.73392 -3.14453  0.100
H27 -0.00849 4.29471 -3.22271  0.133
H28 -0.54087 2.71189 -5.02048  0.144
H29 0.76897 -0.03782 -4.83177  0.058
H30 1.61727 1.49277 -5.09834  0.093
H31 0.45030 0.90722 -6.28081  0.097
H32 -1.83986 0.05170 -4.27708  0.053
H33 -2.08743 1.00645 -5.73337  0.098
H34 -2.61688 1.64079 -4.17800  0.092
H35 -0.38985 4.98285 -0.26502  0.147
H36 2.44811 5.08071 -1.36364  0.101
H37 1.63892 6.39350 -0.49979  0.097
H38 1.02741 5.86959 -2.05999  0.081
H39 2.26321 4.07635 0.90424  0.059
H40 0.74274 3.41833 1.53400  0.004
H41 1.05043 5.13223 1.61042  0.107
H42 -3.80786 -1.70097 0.66092  0.126
H43 -2.19407 -2.06027 -2.97955  0.125
H44 -3.87100 -3.71526 -1.02386  0.087
H45 -2.19878 -4.06772 -1.48023  0.080
H46 -3.48668 -4.14848 -2.68550  0.095
H47 -5.00041 -1.55267 -1.86785  0.090
H48 -4.60876 -2.00633 -3.52488  0.097
H49 -4.09938 -0.43440 -2.90186  0.077
H50 -2.49617 1.47147 3.82165  0.160
H51 -3.28165 -1.41862 4.35997  0.100
H52 -3.48819 0.00395 5.36294  0.092
H53 -1.88186 -0.58132 5.07259  0.082
H54 -5.44324 0.16161 4.47083  0.089
H55 -6.19187 1.27294 3.34113  0.096
H56 -4.95288 1.86447 4.44893  0.108


A cluster of 6 separate species, C35H56Br2N8O4PS in total in a non-equilibrium geometry, computed with the ωB97M-V functional and the def2-TZVPD basis.

- max |F| (eV Å⁻¹) = 5.33
- charge = +1
- molar mass (g/mol) = 875.73
- HOMO energy (Ha) = -0.41366
- electronic energy (eV) = -217508.5261

Last column: Löwdin charge in e.
CARTESIAN COORDINATES (ANGSTROEM)
C1 5.15698 1.73476 3.11025  -0.129
C2 5.89636 1.15738 1.80724  -0.254
C3 5.75953 -0.42824 1.62303  -0.224
C4 4.25524 -0.97931 1.61167  -0.191
C5 3.25625 -0.10288 0.66605  -0.169
C6 1.82890 -0.83668 0.70874  -0.164
C7 0.54358 0.12706 0.77032  -0.324
N1 0.82040 0.90298 2.00525  0.122
C8 -0.67476 -0.98294 0.82264  -0.094
P1 -0.69787 -2.71287 1.57826  0.409
O1 0.10117 -2.73137 3.10612  -0.251
O2 -2.24150 -3.34478 1.85150  -0.247
S1 0.29819 -3.98150 0.44892  0.346
N2 -1.72614 -0.45918 0.16728  -0.003
C9 -3.06997 -1.12010 -0.10014  -0.088
O3 -4.02873 -0.22000 -0.67959  -0.026
C10 -4.52601 -0.68522 -1.93452  -0.369
C11 -4.52540 0.40608 -3.13206  0.019
O4 -4.97618 -1.83136 -2.14143  0.072
C12 -1.47277 0.93559 -0.30358  -0.185
C13 -2.13856 1.85949 0.85852  -0.062
C14 -2.63688 1.22679 2.21067  0.001
C15 -3.27259 2.27415 3.14962  -0.021
C16 -3.31439 3.71609 2.61998  -0.112
N3 -2.90217 4.26970 1.38670  0.036
C17 -2.30788 3.34791 0.48471  -0.049
C18 0.10087 0.96258 -0.57308  -0.255
C19 0.81348 2.37906 -0.33098  -0.114
C20 1.00065 3.34828 -1.58520  -0.376
C21 -0.22569 3.54252 -2.57540  -0.126
C22 1.33523 4.82636 -0.96711  -0.084
C23 0.51116 0.04848 -1.82953  -0.515
Br1 -0.71916 0.24638 -3.42240  0.684
C24 2.00798 0.28517 -2.40828  -0.622
C25 2.78340 -1.12653 -2.67991  -0.143
Br2 1.86388 1.11111 -4.25120  0.627
H1 5.44602 2.82890 3.26863  0.080
H2 4.00858 1.71866 2.99588  0.058
H3 5.39527 1.11406 4.04304  0.081
H4 5.44662 1.68697 0.88824  0.106
H5 7.00165 1.48781 1.87684  0.117
H6 6.35727 -0.72075 0.68178  0.086
H7 6.30588 -0.93562 2.50897  0.105
H8 4.29543 -2.07595 1.26966  0.111
H9 3.86194 -0.97895 2.69469  0.114
H10 3.76175 -0.07613 -0.35305  0.080
H11 3.25950 0.94355 1.15313  0.090
H12 1.82620 -1.61984 -0.11623  0.065
H13 1.83824 -1.44381 1.69564  0.098
H14 -0.02258 1.10505 2.55671  0.086
H15 1.45960 0.41549 2.64551  0.097
H16 0.72758 -3.49088 3.09742  0.065
H17 -2.13399 -4.32714 1.96033  0.096
H18 -3.47437 -1.38089 0.95066  0.154
H19 -2.89078 -2.03840 -0.75072  0.169
H20 -3.55776 0.33928 -3.72874  0.041
H21 -4.56524 1.43637 -2.60670  0.101
H22 -5.47689 0.32581 -3.74923  0.084
H23 -2.07897 1.33745 -1.20095  0.123
H24 -2.54090 0.13098 2.47989  0.073
H25 -3.67219 1.98561 4.17913  0.063
H26 -3.76089 4.48264 3.35708  0.114
H27 -1.97054 3.74735 -0.52249  0.104
H28 1.89252 2.16164 0.02758  0.118
H29 0.35712 2.98803 0.53808  0.123
H30 1.98464 3.04107 -2.10850  0.102
H31 -1.16634 2.94097 -2.34243  0.032
H32 -0.52836 4.65881 -2.57663  0.090
H33 0.03290 3.31144 -3.67750  0.055
H34 2.28092 4.79328 -0.33153  0.089
H35 0.40395 5.13966 -0.38233  0.081
H36 1.41190 5.52049 -1.87178  0.089
H37 0.43598 -1.08704 -1.63029  0.086
H38 2.65773 0.99695 -1.80858  0.077
H39 2.87910 -1.35424 -3.79708  0.067
H40 3.86491 -1.00544 -2.29345  0.036
H41 2.28212 -2.01563 -2.17186  0.072
C26 -8.26751 -2.23143 -1.56122  -0.076
C27 -9.48165 -1.42037 -1.68614  -0.278
N4 -10.43465 -0.78262 -1.78423  0.131
H42 -8.47370 -3.29276 -1.71883  0.090
H43 -7.51007 -1.93770 -2.29105  0.039
H44 -7.81739 -2.13339 -0.57064  0.082
C28 -7.70189 -1.47360 -5.31014  -0.081
C29 -7.52187 -2.12914 -6.60822  -0.270
N5 -7.38056 -2.64392 -7.62740  0.132
H45 -8.63264 -1.78324 -4.82844  0.078
H46 -6.88563 -1.71114 -4.62268  0.056
H47 -7.73543 -0.38589 -5.41006  0.083
C30 -5.25653 0.10555 6.77336  -0.053
C31 -4.18661 -0.02057 5.78042  -0.242
N6 -3.34527 -0.11973 5.00025  0.139
H48 -4.86966 0.02836 7.79209  0.090
H49 -5.76849 1.06733 6.69203  0.088
H50 -6.01068 -0.67546 6.65198  0.089
C32 8.09591 -1.65942 -1.88006  -0.081
C33 6.89268 -0.83020 -1.99011  -0.238
N7 5.94698 -0.17741 -2.07662  0.145
H51 7.87728 -2.71079 -2.06316  0.032
H52 8.85832 -1.35622 -2.60208  0.091
H53 8.54420 -1.58972 -0.88653  0.076
C34 7.28510 -3.80684 1.75772  -0.061
C35 7.59343 -4.07049 0.35021  -0.236
N8 7.83836 -4.27764 -0.75510  0.144
H54 7.72995 -2.86883 2.09713  0.073
H55 6.20806 -3.73547 1.92627  0.073
H56 7.66407 -4.59987 2.40678  0.088